# 1
The following is a quantum chemistry calculation of C35H44BaFN7O4S6Si as an isolated structure in a non-equilibrium geometry, from the Open Molecules 2025 dataset.

XYZ file:
```
99
Properties=species:S:1:pos:R:3
Ba -1.16 -0.08 -0.46
C 0.68 -4.59 3.97
C 0.38 -5.22 2.61
S -0.15 -4.00 1.34
C 1.15 -4.17 0.08
C 2.54 -3.77 0.54
S 2.76 -1.97 0.69
C 3.14 -1.71 2.45
C 2.04 -2.12 3.42
S 2.32 -3.81 4.10
H 0.70 -5.37 4.73
H -0.08 -3.86 4.25
H -0.45 -5.92 2.72
H 1.25 -5.75 2.23
H 0.80 -3.51 -0.73
H 1.14 -5.20 -0.28
H 3.27 -4.12 -0.19
H 2.78 -4.21 1.51
H 3.29 -0.63 2.50
H 4.08 -2.21 2.69
H 1.07 -2.11 2.93
H 2.02 -1.45 4.28
C -3.89 -1.86 1.87
C -4.46 -1.01 0.77
C -5.82 -0.77 0.69
C -6.28 0.08 -0.33
C -5.39 0.60 -1.23
C -4.00 0.28 -1.14
N -3.59 -0.51 -0.11
N -3.05 0.71 -1.96
Si -3.14 1.77 -3.28
C -3.79 3.52 -2.88
C -1.37 1.96 -3.90
C -4.22 1.11 -4.70
H -3.78 -2.90 1.53
H -4.53 -1.86 2.75
H -2.89 -1.50 2.14
H -6.50 -1.20 1.42
H -7.33 0.32 -0.38
H -5.71 1.26 -2.02
H -3.31 3.88 -1.97
H -4.87 3.54 -2.72
H -3.55 4.22 -3.69
H -0.76 2.43 -3.13
H -1.31 2.59 -4.80
H -0.94 0.99 -4.13
H -5.22 0.84 -4.34
H -3.77 0.21 -5.13
H -4.35 1.84 -5.50
F -1.70 -1.66 6.05
C -2.32 -0.55 5.60
C -1.75 0.17 4.62
N -2.32 1.31 4.13
C -1.63 2.09 3.10
C -1.31 1.27 1.81
O -1.40 1.89 0.74
O -0.97 0.08 1.98
C -3.54 1.76 4.60
O -4.12 2.75 4.19
N -4.08 0.98 5.61
C -3.56 -0.17 6.22
O -4.14 -0.70 7.14
H -0.82 -0.14 4.15
H -0.67 2.44 3.48
H -2.24 2.94 2.83
H -4.95 1.31 5.98
C -2.27 -3.15 -2.24
C -0.92 -2.75 -2.76
C -0.25 -3.26 -3.86
C 0.97 -2.53 -3.96
C 0.96 -1.63 -2.91
C 1.97 -0.57 -2.58
N -0.19 -1.76 -2.17
H -2.69 -3.94 -2.85
H -2.96 -2.30 -2.27
H -2.21 -3.50 -1.20
H -0.59 -4.05 -4.52
H 1.74 -2.66 -4.71
H 2.91 -0.76 -3.09
H 2.16 -0.53 -1.50
H 1.61 0.42 -2.88
S 4.81 6.70 -2.69
C 4.41 5.48 -1.63
S 2.87 5.36 -0.85
C 3.36 3.77 -0.07
N 4.56 3.47 -0.44
N 5.15 4.40 -1.27
C 6.48 4.09 -1.65
C 7.46 5.07 -1.83
C 8.76 4.70 -2.13
C 9.10 3.36 -2.25
C 8.13 2.38 -2.07
C 6.83 2.75 -1.77
S 2.34 2.94 0.96
H 7.19 6.11 -1.74
H 9.52 5.46 -2.26
H 10.12 3.07 -2.48
H 8.39 1.34 -2.15
H 6.06 2.01 -1.60
```

E_tot = -4848.637402 hartree
charge = -2
relative energy (zero: lowest compared OMol25 entry of this formula, charge and spin) = 26.34 kcal/mol
M = 1003.596 g mol⁻¹
LUMO = 3.4 eV
frontier orbital gap = 5.7 eV

Results of the Mulliken charge analysis, in e, for atoms 1 through 8: 1.655 -0.463 -1.021 0.041 0.351 -0.860 0.067 -0.904

# 2
The following is a quantum chemistry calculation of C35H44BrN4O4Ru as an isolated structure in a non-equilibrium geometry, from the Open Molecules 2025 dataset.

XYZ file:
```
89
Properties=species:S:1:pos:R:3
Ru -0.06 0.33 1.11
O 0.38 6.22 4.13
C 0.30 4.98 3.56
C 0.28 3.87 4.41
C 0.20 2.53 4.03
N 0.13 1.86 2.93
C 0.17 3.88 1.33
Br 0.00 2.90 -1.65
C 0.26 4.97 2.16
H 0.41 6.10 5.08
H 0.32 4.04 5.48
H 0.19 1.81 4.85
H 0.29 5.93 1.66
C 3.31 0.25 3.26
C 2.66 -0.44 2.06
C 2.51 -1.94 2.34
C 3.41 -0.27 0.74
C 4.78 -0.47 0.85
C 5.61 -0.48 -0.25
C 5.03 -0.27 -1.48
C 3.67 -0.02 -1.67
C 3.36 0.17 -3.16
C 2.93 1.58 -3.59
C 2.58 -1.02 -3.75
C 2.81 -0.02 -0.52
N 1.39 0.23 -0.54
C 0.71 0.45 -1.62
C -0.76 0.45 -1.68
N -1.53 0.20 -0.68
C -2.86 -0.18 -1.01
C -3.96 0.50 -0.45
C -5.24 0.15 -0.87
C -5.47 -0.86 -1.79
C -4.39 -1.55 -2.29
C -3.09 -1.24 -1.92
C -1.98 -2.11 -2.50
C -2.23 -3.59 -2.19
C -1.83 -1.92 -4.02
C -3.91 1.64 0.55
C -3.83 2.99 -0.17
C -2.85 1.57 1.64
H 2.60 0.25 4.09
H 3.57 1.28 3.04
H 4.21 -0.27 3.59
H 1.73 0.10 1.94
H 3.51 -2.35 2.49
H 2.06 -2.47 1.50
H 1.92 -2.11 3.24
H 5.20 -0.67 1.83
H 6.67 -0.66 -0.15
H 5.67 -0.28 -2.36
H 4.34 0.09 -3.64
H 2.08 2.02 -3.07
H 2.70 1.58 -4.66
H 3.76 2.27 -3.43
H 1.70 -1.32 -3.18
H 3.23 -1.90 -3.76
H 2.27 -0.81 -4.78
H 1.15 0.45 -2.59
H -1.16 0.46 -2.69
H -6.08 0.69 -0.44
H -6.48 -1.11 -2.09
H -4.55 -2.36 -3.00
H -1.03 -1.86 -2.04
H -3.12 -3.97 -2.70
H -2.36 -3.74 -1.12
H -1.37 -4.19 -2.52
H -2.73 -2.26 -4.54
H -0.99 -2.51 -4.39
H -1.67 -0.88 -4.29
H -4.88 1.60 1.07
H -2.89 3.06 -0.73
H -3.85 3.81 0.55
H -4.66 3.12 -0.87
H -1.89 1.88 1.24
H -2.76 0.57 2.08
H -3.09 2.26 2.44
O -1.34 -1.35 3.26
C -0.94 -2.11 2.40
C -1.03 -3.63 2.45
C -0.39 -4.07 1.14
C 0.00 -2.77 0.45
O 0.55 -2.73 -0.63
N -0.31 -1.70 1.25
H -2.08 -3.92 2.55
H -0.51 -3.98 3.34
H -1.07 -4.62 0.49
H 0.50 -4.68 1.27
O 0.11 2.58 1.59
```

E_tot = -4548.832026 hartree
charge = -1
relative energy (zero: lowest compared OMol25 entry of this formula, charge and spin) = 21.35 kcal/mol
M = 765.735 g mol⁻¹
LUMO (spin up / spin down) = 2.5 / 2.3 eV
multiplicity = 5
frontier orbital gap (spin up / spin down) = 6.1 / 5.8 eV

Results of the Mulliken charge analysis, in e, for atoms 1 through 8: -0.274 -0.524 1.350 -0.881 -0.448 -0.673 -0.403 -0.346

# 3
The following is a quantum chemistry calculation of C35H44GeN9NiSSi3 as an isolated structure in a non-equilibrium geometry, from the Open Molecules 2025 dataset.

XYZ file:
```
94
Properties=species:S:1:pos:R:3
Ni -0.72 -0.08 0.58
N -3.88 1.76 -2.01
C -2.98 0.89 -1.53
N -2.20 1.11 -0.52
C -2.32 2.32 0.15
N -1.51 2.57 1.14
N -0.69 1.62 1.51
C 0.18 1.86 2.47
C 0.94 0.76 2.93
C 1.66 0.77 4.14
C 2.20 -0.40 4.61
C 2.04 -1.57 3.86
C 1.38 -1.50 2.65
N 0.85 -0.37 2.17
C -3.32 3.29 -0.25
C -3.53 4.50 0.40
C -4.48 5.39 -0.08
C -5.24 5.07 -1.20
C -5.05 3.87 -1.86
C -4.10 2.98 -1.38
H -4.44 1.54 -2.81
H -2.90 -0.06 -2.05
H 0.25 2.84 2.91
H 1.74 1.69 4.69
H 2.74 -0.43 5.54
H 2.43 -2.51 4.22
H 1.24 -2.39 2.04
H -2.94 4.74 1.27
H -4.63 6.33 0.42
H -5.98 5.77 -1.56
H -5.62 3.63 -2.74
S -4.35 -6.63 1.32
N -3.91 -5.57 2.44
C -3.30 -4.55 1.85
C -2.79 -3.37 2.48
C -2.91 -3.10 3.85
C -2.49 -1.88 4.32
C -1.98 -0.95 3.42
N -1.81 -1.19 2.13
C -2.19 -2.39 1.66
C -1.99 -2.62 0.24
N -1.27 -1.72 -0.45
C -1.20 -1.85 -1.76
C -1.85 -2.85 -2.48
C -2.53 -3.83 -1.79
C -2.58 -3.74 -0.39
C -3.22 -4.71 0.43
N -3.78 -5.85 0.03
H -3.35 -3.85 4.49
H -2.56 -1.64 5.37
H -1.71 0.04 3.77
H -0.59 -1.12 -2.28
H -1.80 -2.87 -3.56
H -3.01 -4.66 -2.28
C 3.62 -2.88 0.34
Si 2.62 -2.10 -1.09
C 1.45 -3.47 -1.74
C 3.77 -1.61 -2.54
Ge 1.38 0.08 -0.60
Si 3.65 1.45 0.36
C 5.12 1.39 -0.84
C 2.80 3.15 0.53
C 4.26 0.69 2.00
Si 1.09 1.67 -2.66
C 2.75 2.07 -3.51
C -0.01 0.78 -3.97
C 0.22 3.28 -2.11
H 4.45 -3.44 -0.07
H 3.01 -3.58 0.91
H 4.03 -2.15 1.04
H 2.03 -4.37 -1.94
H 0.97 -3.19 -2.68
H 0.68 -3.73 -1.03
H 4.17 -2.51 -2.99
H 4.61 -1.01 -2.21
H 3.24 -1.07 -3.31
H 4.85 1.41 -1.89
H 5.73 0.52 -0.66
H 5.74 2.26 -0.65
H 2.85 3.70 -0.40
H 3.30 3.74 1.29
H 1.75 3.06 0.81
H 4.31 -0.40 1.96
H 3.64 0.96 2.84
H 5.27 1.04 2.19
H 3.42 1.22 -3.57
H 3.28 2.88 -3.02
H 2.56 2.40 -4.52
H 0.35 -0.22 -4.21
H 0.02 1.35 -4.89
H -1.05 0.72 -3.66
H 0.91 4.11 -2.07
H -0.24 3.19 -1.13
H -0.56 3.55 -2.81
```

E_tot = -6704.477762 hartree
charge = +2
relative energy (zero: lowest compared OMol25 entry of this formula, charge and spin) = 0.00 kcal/mol
M = 838.428 g mol⁻¹
LUMO (spin up / spin down) = -6.5 / -6.2 eV
multiplicity = 2
frontier orbital gap (spin up / spin down) = 5.6 / 5.9 eV

Results of the Mulliken charge analysis, in e, for atoms 1 through 8: -0.827 0.155 -0.884 0.043 -0.536 -1.928 2.581 -1.024